# C14H42BBrN6O6P3S

3 unconnected molecules or ions with the total composition C14H42BBrN6O6P3S in a non-equilibrium geometry (the ωB97M-V functional and the def2-TZVPD basis, the OMol25 dataset).

```
74
Properties=species:S:1:pos:R:3:forces:R:3
Br -4.382 -1.300 1.759 0.221 0.524 -0.571
S -0.692 -1.393 -2.736 0.807 0.623 0.474
P 3.300 -2.638 -5.647 5.410 -0.970 5.915
P -2.728 0.008 0.893 1.164 0.917 0.832
P -2.755 3.120 5.443 -1.346 -3.840 7.040
O -3.146 -2.023 -2.316 1.540 1.118 1.100
O -3.249 1.822 4.793 1.068 2.868 -3.137
O -4.044 0.052 -1.381 2.016 -0.807 -0.645
O -3.292 1.612 1.139 0.480 -1.602 -0.580
O 2.451 -2.006 -4.540 -2.083 0.072 -3.754
O -1.821 -2.536 -0.526 0.158 0.932 -0.288
N -4.131 3.291 6.479 -0.459 0.126 -0.082
N 4.110 -3.254 -7.101 -2.685 1.495 -1.498
N 4.681 -1.633 -5.361 0.157 0.497 -0.121
N 3.491 -4.149 -4.824 -0.469 -0.958 0.088
N -2.229 4.736 5.954 -0.483 0.607 -3.359
N -1.461 2.357 6.305 1.034 -0.291 -0.151
C -3.191 5.790 5.529 -0.457 0.292 0.257
C 4.475 -0.415 -4.581 -0.447 0.092 -0.007
C 2.259 -4.926 -4.667 -0.493 0.451 0.086
C 3.355 -4.303 -7.822 -0.037 -0.633 0.235
C -5.324 2.515 6.143 0.014 -0.129 -0.459
C 6.032 -2.105 -5.122 0.220 -0.136 -0.668
C -0.393 1.814 5.462 -0.303 -0.194 -0.536
C -0.935 5.167 5.377 0.596 -0.251 0.223
C -0.995 2.627 7.651 -0.094 0.513 0.181
C 4.668 -4.992 -4.753 0.333 0.057 -0.426
C -2.669 -0.136 -0.986 -2.073 1.034 0.541
C 4.313 -2.183 -8.116 0.447 0.344 -0.139
C -2.102 -1.538 -1.504 -2.333 -0.091 -1.935
C -4.087 3.462 7.918 0.154 0.712 0.060
B -4.401 -1.278 -1.960 -0.870 -0.875 0.607
H 3.574 0.108 -4.902 -0.002 -0.170 0.174
H 5.301 0.289 -4.727 0.157 -0.254 -0.123
H 3.834 -4.543 -8.774 0.069 0.266 0.058
H -4.181 5.646 5.958 0.136 -0.307 0.003
H -3.943 2.507 8.436 0.022 -0.034 0.047
H 4.508 -5.830 -4.070 -0.340 0.104 -0.055
H 4.829 -2.581 -8.992 -0.162 -0.225 0.076
H -0.557 3.626 7.781 0.010 0.091 0.089
H -0.807 1.200 4.659 -0.103 0.100 0.026
H -5.110 -1.141 -2.918 -0.281 -0.011 -0.442
H -2.881 1.838 1.987 -0.303 -0.030 -0.006
H -5.220 1.466 6.437 -0.049 -0.061 -0.071
H 6.318 -2.914 -5.793 -0.214 -0.128 0.097
H 1.904 -5.340 -5.621 -0.056 -0.200 0.044
H -0.917 5.052 4.290 0.084 0.169 0.008
H 3.332 -5.243 -7.272 -0.031 0.158 0.259
H 0.284 1.167 6.022 -0.144 0.100 0.168
H -5.534 2.560 5.075 0.136 -0.173 0.102
H -3.319 4.168 8.233 0.168 -0.158 -0.125
H 4.394 -0.628 -3.510 -0.075 0.071 0.047
H -0.095 4.614 5.795 -0.170 -0.249 0.002
H 3.358 -1.753 -8.436 0.056 -0.056 -0.184
H -1.162 -2.203 0.100 -0.014 0.063 -0.179
H -6.210 2.922 6.643 0.219 0.160 0.182
H -4.871 -1.943 -1.057 -0.698 -0.170 0.047
H 6.172 -2.421 -4.082 0.029 -0.040 0.043
H -3.299 5.815 4.440 0.058 0.189 0.021
H -0.228 1.908 7.950 0.001 -0.048 -0.356
H 0.208 2.604 4.994 0.207 -0.069 0.018
H 4.936 -1.372 -7.744 -0.127 -0.137 0.277
H -0.561 -0.035 -2.919 -0.328 -0.845 0.380
H -0.733 6.213 5.616 -0.281 -0.030 -0.003
H -2.174 0.773 -1.419 0.441 -0.855 0.787
H -1.779 2.499 8.391 -0.163 0.175 -0.084
H 6.755 -1.304 -5.319 -0.121 0.092 0.074
H 2.324 -3.997 -8.023 0.031 -0.081 -0.161
H 4.969 -5.424 -5.717 0.111 -0.038 -0.065
H -2.856 6.772 5.871 0.255 -0.133 -0.055
H -5.030 3.889 8.280 -0.059 -0.106 -0.122
H 2.383 -5.756 -3.969 0.228 0.092 -0.029
H 5.523 -4.470 -4.332 0.027 0.182 -0.171
H 1.457 -4.305 -4.263 0.085 0.098 -0.080
```
Forces are in eV/Å.

Properties
charge: -1
Kohn-Sham gap: 0.1708 hartree
energy: -5359.6622 Eh
LUMO level: 1.12 eV